# 1
Computed, not measured: 8 unconnected molecules or ions with the total composition C4H25NO8, with the ωB97M-V functional and the def2-TZVPD basis.

Computed properties:
* SMILES: COC[C@H](C)N.O.O.O.O.O.O.O
* HOMO level: -9.974 eV
* HOMO-LUMO gap: 10.363 eV
* energy relative to the best compared isomer or geometry (same formula, charge and spin): 16.38 kcal/mol

CARTESIAN COORDINATES (ANGSTROEM)
C1 2.314 1.616 4.388
O1 2.859 1.036 3.235
C2 1.999 1.148 2.129
C3 2.456 0.185 1.056
C4 3.880 0.484 0.574
N1 1.513 0.307 -0.085
H1 1.980 2.647 4.205
H2 3.087 1.602 5.152
H3 1.437 1.072 4.766
H4 0.982 0.837 2.421
H5 1.952 2.189 1.785
H6 2.460 -0.821 1.488
H7 4.567 0.557 1.413
H8 3.867 1.448 0.055
H9 4.209 -0.293 -0.117
H10 1.914 -0.186 -0.878
H11 0.697 -0.253 0.174
O2 -2.490 1.419 -1.643
H12 -3.219 1.884 -1.223
H13 -1.677 1.804 -1.241
O3 -0.164 2.427 -0.738
H14 0.510 1.775 -0.393
H15 0.314 3.246 -0.893
O4 -1.206 -0.944 -0.538
H16 -2.083 -1.251 -0.281
H17 -1.372 -0.149 -1.067
O5 -3.346 -2.170 -2.934
H18 -3.109 -1.253 -3.148
H19 -4.073 -2.367 -3.532
O6 0.442 -2.807 1.084
H20 0.601 -3.557 0.503
H21 -0.048 -2.176 0.540
O7 -2.936 0.411 -4.205
H22 -2.407 0.713 -4.948
H23 -2.602 0.897 -3.426
O8 -4.404 -3.961 -0.858
H24 -5.088 -4.171 -1.498
H25 -3.815 -3.347 -1.323

# 2
Computed, not measured: 9 unconnected molecules or ions with the total composition C4H25NO8 at a distorted geometry, with the ωB97M-V functional and the def2-TZVPD basis.

Computed properties:
* SMILES: C/C=C/NC.O.O.O.O.O.O.O.O
* HOMO level: -7.899 eV
* HOMO-LUMO gap: 8.207 eV
* energy relative to the best compared isomer or geometry (same formula, charge and spin): 69.90 kcal/mol

CARTESIAN COORDINATES (ANGSTROEM)
C1 0.822 -2.229 1.837
C2 1.081 -1.268 0.729
C3 0.819 0.049 0.774
N1 1.057 0.831 -0.353
C4 0.507 2.171 -0.488
H1 1.442 -2.655 2.628
H2 -0.119 -1.873 2.295
H3 0.475 -3.217 1.471
H4 1.469 -1.623 -0.217
H5 0.257 0.631 1.486
H6 1.412 0.463 -1.217
H7 -0.319 1.977 -1.207
H8 -0.116 2.562 0.339
H9 1.121 3.045 -0.703
O1 -0.429 1.529 3.599
H10 0.553 1.630 3.571
H11 -0.436 0.562 3.476
O2 -1.971 -2.620 -0.293
H12 -2.704 -2.460 -0.902
H13 -1.740 -1.882 0.257
O3 -2.552 0.038 -0.412
H14 -2.566 -0.159 0.526
H15 -1.941 0.766 -0.373
O4 0.609 -0.910 -3.598
H16 0.867 -1.132 -2.703
H17 -0.120 -1.482 -3.828
O5 1.990 2.416 2.497
H18 1.733 1.922 1.691
H19 2.535 1.778 2.961
O6 -0.012 -3.136 -2.253
H20 -0.679 -2.777 -1.639
H21 0.421 -3.841 -1.747
O7 -2.242 1.422 1.803
H22 -1.961 1.851 2.643
H23 -2.998 1.942 1.539
O8 1.282 1.727 -3.477
H24 0.474 1.229 -3.647
H25 1.813 0.966 -3.777

# 3
Computed, not measured: a molecular structure, C4H26BO21 at a distorted geometry, with the ωB97M-V functional and the def2-TZVPD basis.

Computed properties:
* HOMO level: -8.767 eV
* total charge: -1
* HOMO-LUMO gap: 10.077 eV
* energy relative to the best compared isomer or geometry (same formula, charge and spin): 147.43 kcal/mol

CARTESIAN COORDINATES (ANGSTROEM)
O1 36.873 37.385 22.562
C1 35.866 38.010 22.716
O2 35.157 37.755 23.664
B1 34.385 38.932 23.936
O3 34.634 39.773 22.796
C2 35.556 39.300 22.154
O4 36.216 39.954 21.408
O5 34.664 39.545 25.214
C3 33.634 39.293 25.995
O6 33.794 39.238 27.166
C4 32.536 38.949 25.169
O7 32.929 38.672 23.957
O8 31.361 39.015 25.598
O9 34.023 42.607 21.286
H1 33.295 42.294 21.834
H2 34.616 41.849 21.354
O10 30.437 38.560 28.034
H3 30.562 38.985 27.192
H4 29.633 38.413 27.862
O11 34.571 42.646 25.178
H5 35.107 43.150 24.529
H6 34.838 41.763 25.294
O12 36.059 40.454 18.667
H7 36.030 40.089 19.471
H8 36.679 39.789 18.220
O13 34.354 37.704 30.148
H9 34.496 38.035 29.242
H10 33.637 37.073 29.932
O14 36.290 37.220 26.481
H11 35.789 37.266 25.692
H12 36.135 37.802 27.127
O15 31.436 38.414 21.305
H13 30.995 37.652 21.508
H14 32.378 38.096 21.268
O16 37.801 39.925 24.178
H15 37.132 40.450 24.596
H16 38.041 40.494 23.426
O17 39.636 38.070 21.812
H17 40.001 38.315 22.545
H18 38.725 37.984 22.186
O18 28.562 37.953 23.423
H19 29.114 38.553 23.897
H20 27.871 38.411 23.351
O19 31.642 35.993 23.720
H21 32.315 35.482 24.163
H22 31.764 36.926 23.707
O20 29.334 40.610 26.044
H23 28.690 39.947 26.265
H24 30.186 40.298 25.673
O21 36.500 34.179 23.445
H25 36.657 34.494 22.661
H26 37.387 34.202 23.911

# 4
Computed, not measured: 8 unconnected molecules or ions with the total composition C4H26N2O7 at a distorted geometry, with the ωB97M-V functional and the def2-TZVPD basis.

Computed properties:
* HOMO level (alpha / beta): -13.379 / -13.352 eV
* total charge: +1
* 2S+1: 2
* HOMO-LUMO gap (alpha / beta): 9.497 / 4.442 eV
* energy relative to the best compared isomer or geometry (same formula, charge and spin): 44.10 kcal/mol

CARTESIAN COORDINATES (ANGSTROEM)
C1 2.305 -1.623 1.642
N1 1.241 -0.625 1.669
C2 1.567 0.499 0.768
C3 1.050 0.002 -0.670
C4 -0.320 -0.437 -0.747
N2 -1.451 0.644 -0.599
H1 1.843 -2.570 1.980
H2 2.720 -1.655 0.640
H3 3.229 -1.325 2.134
H4 1.120 -0.416 2.681
H5 2.596 0.731 0.595
H6 0.848 1.302 0.982
H7 1.798 -0.695 -1.033
H8 1.261 0.906 -1.287
H9 -0.538 -1.249 -0.021
H10 -0.725 -0.799 -1.689
H11 -1.967 0.363 0.206
H12 -1.021 1.566 -0.637
H13 -0.274 -3.558 -2.685
H14 -1.423 -3.799 -1.678
O1 -1.224 -3.664 -2.598
H15 0.462 -2.984 0.481
H16 -0.992 -3.334 -0.039
O2 -0.050 -3.524 -0.115
H17 -2.522 0.770 3.352
H18 -1.228 1.145 3.886
O3 -2.018 1.579 3.531
H19 0.730 3.968 2.328
H20 -0.671 3.457 2.417
O4 -0.002 3.707 1.748
H21 1.082 3.273 -1.613
H22 1.652 4.191 -0.621
O5 1.843 3.859 -1.509
H23 -3.080 -1.012 -1.248
H24 -2.782 -2.488 -1.793
O6 -2.994 -1.943 -1.026
H25 -0.491 2.444 -2.570
H26 -0.980 1.205 -3.411
O7 -0.597 2.090 -3.450

# 5
Computed, not measured: 11 unconnected molecules or ions with the total composition C4H27N2O10 at a distorted geometry, with the ωB97M-V functional and the def2-TZVPD basis.

Computed properties:
* HOMO level: -13.454 eV
* total charge: +1
* HOMO-LUMO gap: 10.585 eV
* energy relative to the best compared isomer or geometry (same formula, charge and spin): 55.30 kcal/mol

CARTESIAN COORDINATES (ANGSTROEM)
C1 -0.153 0.078 2.889
C2 0.542 0.418 1.618
C3 0.293 -0.033 0.404
N1 1.313 0.476 -0.454
C4 2.042 1.320 0.284
N2 1.698 1.213 1.577
H1 0.405 -0.627 3.457
H2 -1.203 -0.268 2.790
H3 -0.427 1.014 3.473
H4 -0.158 -0.961 0.052
H5 1.488 0.234 -1.417
H6 2.966 1.764 -0.130
H7 2.078 1.890 2.219
H8 0.206 3.936 2.582
H9 -1.020 3.358 1.852
O1 -0.197 3.102 2.305
H10 -2.549 -2.528 -2.484
H11 -1.865 -2.659 -1.103
O2 -1.709 -2.728 -2.077
H12 1.533 -3.993 1.773
H13 1.207 -3.416 0.423
O3 0.794 -3.916 1.172
H14 1.842 -2.292 -0.910
H15 3.268 -2.970 -0.940
O4 2.543 -2.673 -0.375
H16 -2.963 -0.076 -0.025
H17 -2.337 0.790 -1.195
O5 -2.925 0.800 -0.429
H18 0.229 -2.302 -2.428
H19 0.474 -0.762 -2.848
O6 0.813 -1.555 -2.458
H20 -2.431 -3.457 0.984
H21 -0.996 -3.233 1.231
O7 -1.751 -2.805 0.755
H22 1.148 3.721 -2.210
H23 0.807 3.141 -0.826
O8 1.443 3.095 -1.549
H24 -2.409 3.104 -0.270
H25 -2.386 2.736 1.079
O9 -2.361 3.584 0.566
H26 0.245 1.563 -2.420
H27 0.375 1.078 -3.908
O10 0.090 0.842 -3.029

# 6
Computed, not measured: 10 unconnected molecules or ions with the total composition C4H27NO11 at a distorted geometry, with the ωB97M-V functional and the def2-TZVPD basis.

Computed properties:
* HOMO level (alpha / beta): -13.170 / -13.168 eV
* total charge: +1
* 2S+1: 2
* HOMO-LUMO gap (alpha / beta): 10.065 / 4.926 eV
* energy relative to the best compared isomer or geometry (same formula, charge and spin): 0.00 kcal/mol

CARTESIAN COORDINATES (ANGSTROEM)
C1 -3.011 -1.358 -1.013
N1 -1.628 -1.083 -1.395
C2 -1.367 0.025 0.849
C3 -0.720 -0.687 -0.312
C4 0.249 0.272 -1.029
O1 1.184 -0.400 -1.700
O2 0.177 1.470 -1.109
H1 -3.491 -1.705 -1.929
H2 -3.487 -0.462 -0.609
H3 -3.066 -2.140 -0.253
H4 -1.220 -1.897 -1.908
H5 -2.024 -0.603 1.422
H6 -0.597 0.420 1.560
H7 -1.965 0.879 0.512
H8 -0.194 -1.570 0.056
H9 1.479 0.038 -2.643
H10 1.513 -0.116 -4.622
H11 0.566 0.987 -4.037
O3 1.509 0.625 -4.004
H12 -1.575 2.759 1.817
H13 -2.788 3.390 2.522
O4 -2.443 2.548 2.218
H14 0.677 -3.550 -1.711
H15 0.773 -2.031 -2.185
O5 0.329 -2.886 -2.320
H16 1.611 -1.468 3.065
H17 1.970 0.052 3.118
O6 2.349 -0.850 3.190
H18 2.434 2.366 2.975
H19 2.647 1.334 1.857
O7 1.947 1.720 2.446
H20 0.683 2.657 1.651
H21 -0.112 2.678 0.233
O8 -0.028 3.087 1.116
H22 -0.421 -2.473 3.474
H23 0.679 -3.514 3.381
O9 0.351 -2.717 2.948
H24 3.303 -0.077 0.258
H25 3.572 -0.380 1.756
O10 3.715 0.271 1.047
H26 -1.018 2.192 -3.304
H27 -1.535 0.755 -3.462
O11 -1.025 1.439 -3.924

# 7
Computed, not measured: 10 unconnected molecules or ions with the total composition C4H28N2O10S at a distorted geometry, with the ωB97M-V functional and the def2-TZVPD basis.

Computed properties:
* SMILES: NC(=O)[C@H](N)CCS.O.O.O.O.O.O.O.O.O
* HOMO level: -9.545 eV
* HOMO-LUMO gap: 9.709 eV
* energy relative to the best compared isomer or geometry (same formula, charge and spin): 76.10 kcal/mol

CARTESIAN COORDINATES (ANGSTROEM)
N1 -0.213 1.029 -1.150
C1 -0.435 1.417 0.132
O1 -0.646 2.612 0.348
C2 -0.238 0.447 1.300
N2 -1.029 -0.750 0.923
C3 -0.825 1.056 2.585
C4 -0.169 0.424 3.831
S1 -0.253 -1.415 4.107
H1 -0.463 1.619 -1.924
H2 0.417 0.271 -1.368
H3 0.798 0.145 1.452
H4 -1.364 -1.251 1.724
H5 -0.414 -1.414 0.489
H6 -0.674 2.130 2.611
H7 -1.885 0.851 2.716
H8 -0.482 0.949 4.719
H9 0.923 0.378 3.789
H10 -1.481 -1.538 4.636
O2 -1.951 -4.233 -1.947
H11 -2.113 -3.618 -2.660
H12 -1.650 -3.693 -1.212
O3 2.060 2.278 2.131
H13 1.356 2.830 1.778
H14 1.676 1.530 2.575
O4 1.029 -3.427 -0.203
H15 1.646 -3.375 0.527
H16 1.518 -3.201 -1.000
O5 0.657 -2.013 -4.030
H17 -0.293 -1.920 -3.929
H18 0.891 -2.927 -4.192
O6 -2.409 -1.358 -2.049
H19 -2.319 -0.480 -1.646
H20 -2.979 -1.733 -1.369
O7 3.158 0.380 0.461
H21 2.784 0.909 -0.265
H22 3.282 1.113 1.093
O8 -3.687 0.385 -0.317
H23 -3.249 1.216 -0.507
H24 -3.154 -0.103 0.324
O9 2.459 1.036 -2.077
H25 3.256 0.758 -2.541
H26 2.049 1.689 -2.671
O10 1.390 3.487 -2.781
H27 1.994 4.197 -2.519
H28 1.033 3.316 -1.893

# 8
Computed, not measured: 8 unconnected molecules or ions with the total composition C4H28N2O7 at a distorted geometry, with the ωB97M-V functional and the def2-TZVPD basis.

Computed properties:
* HOMO level: -16.532 eV
* total charge: +2
* HOMO-LUMO gap: 11.391 eV
* energy relative to the best compared isomer or geometry (same formula, charge and spin): 0.00 kcal/mol

CARTESIAN COORDINATES (ANGSTROEM)
C1 -0.703 -2.052 1.055
C2 0.260 -0.881 0.870
C3 -0.350 0.379 0.232
C4 -1.532 0.748 1.133
N1 -1.662 2.239 1.361
N2 1.367 -1.479 0.031
H1 -1.744 -1.766 1.184
H2 -0.735 -2.681 0.164
H3 -0.398 -2.656 1.893
H4 0.760 -0.608 1.796
H5 -0.750 0.077 -0.721
H6 0.451 1.087 0.021
H7 -2.440 0.419 0.645
H8 -1.438 0.323 2.120
H9 -2.436 2.521 1.952
H10 -0.806 2.503 1.846
H11 -1.564 2.722 0.466
H12 1.643 -2.355 0.484
H13 2.176 -0.906 -0.129
H14 1.083 -1.974 -0.838
H15 0.405 1.565 -4.698
H16 0.916 0.479 -5.618
O1 0.983 0.795 -4.707
H17 0.902 -4.474 -1.303
H18 2.448 -4.118 -1.482
O2 1.565 -3.779 -1.326
H19 0.611 -0.474 -3.470
H20 -0.791 -0.985 -3.422
O3 -0.014 -0.933 -2.857
H21 -3.659 -1.501 -1.124
H22 -4.358 -0.226 -0.703
O4 -3.525 -0.704 -0.606
H23 0.606 3.054 3.880
H24 -0.018 1.684 4.173
O5 -0.092 2.451 3.597
H25 0.401 4.879 0.436
H26 0.665 3.804 -0.611
O6 0.158 3.981 0.184
H27 3.950 -0.822 2.010
H28 4.176 0.087 0.820
O7 3.488 -0.425 1.262

# 9
Computed, not measured: 9 unconnected molecules or ions with the total composition C4H28NO8 at a distorted geometry, with the ωB97M-V functional and the def2-TZVPD basis.

Computed properties:
* HOMO level: -13.902 eV
* total charge: +1
* HOMO-LUMO gap: 11.201 eV
* energy relative to the best compared isomer or geometry (same formula, charge and spin): 37.15 kcal/mol

CARTESIAN COORDINATES (ANGSTROEM)
C1 -1.783 0.219 -0.046
C2 -2.708 -0.456 0.888
C3 -2.567 -0.003 2.313
C4 -4.082 -0.076 0.208
N1 -0.256 0.125 0.426
H1 -1.762 -0.176 -1.075
H2 -1.971 1.276 -0.164
H3 -2.718 -1.557 0.663
H4 -2.294 1.030 2.418
H5 -3.440 -0.437 2.829
H6 -1.816 -0.473 2.981
H7 -4.033 -0.341 -0.845
H8 -4.406 0.899 0.597
H9 -4.827 -0.791 0.609
H10 0.250 0.608 -0.318
H11 -0.172 0.587 1.318
H12 -0.066 -0.853 0.693
H13 2.889 1.068 1.421
H14 3.848 1.027 2.621
O1 2.972 0.744 2.337
H15 1.656 0.280 -2.505
H16 2.316 -1.003 -2.159
O2 1.701 -0.363 -1.784
H17 0.817 -0.578 -5.082
H18 -0.166 -1.489 -4.208
O3 0.303 -0.651 -4.270
H19 3.360 3.214 -1.260
H20 3.120 1.703 -1.591
O4 3.212 2.342 -0.881
H21 3.550 -1.321 1.321
H22 3.948 -1.833 -0.083
O5 3.197 -1.723 0.519
H23 -0.810 0.717 -3.554
H24 -1.361 2.037 -2.919
O6 -0.820 1.258 -2.733
H25 1.483 -3.163 0.955
H26 0.526 -3.407 -0.244
O7 0.685 -3.612 0.679
H27 1.411 1.420 2.946
H28 0.337 2.124 3.893
O8 0.475 1.626 3.082

# 10
Computed, not measured: 11 unconnected molecules or ions with the total composition C4H28O13 at a distorted geometry, with the ωB97M-V functional and the def2-TZVPD basis.

Computed properties:
* HOMO level (alpha / beta): -13.476 / -13.473 eV
* total charge: +1
* 2S+1: 2
* HOMO-LUMO gap (alpha / beta): 8.388 / 4.764 eV

CARTESIAN COORDINATES (ANGSTROEM)
O1 0.961 -2.501 -1.508
C1 1.457 -1.482 -1.930
C2 1.234 -0.090 -1.442
C3 1.574 0.105 0.044
C4 0.648 -0.732 0.910
O2 -0.713 -0.409 0.732
H1 2.033 -1.733 -2.859
H2 1.872 0.555 -2.059
H3 0.259 0.343 -1.678
H4 1.368 1.158 0.216
H5 2.608 -0.155 0.217
H6 0.653 -1.816 0.714
H7 -0.901 1.094 -3.156
H8 -1.795 -0.249 -3.030
O3 -1.141 0.326 -2.613
H9 2.110 3.212 -1.150
H10 3.174 2.817 -0.115
O4 2.806 2.548 -0.961
H11 -1.993 -2.838 -1.449
H12 -3.169 -1.881 -1.215
O5 -2.392 -2.027 -1.752
H13 -3.602 -1.296 1.743
H14 -2.191 -1.710 1.446
O6 -3.061 -1.654 1.034
H15 -1.646 -3.999 1.586
H16 -0.456 -3.031 1.372
O7 -1.108 -3.302 2.023
H17 0.146 3.922 -0.234
H18 -0.167 3.769 -1.691
O8 0.585 3.987 -1.120
H19 -1.586 2.620 0.858
H20 -0.712 3.453 1.855
O9 -1.105 3.469 0.963
H21 -2.733 0.248 0.176
H22 -1.936 1.048 -0.877
O10 -2.287 1.096 0.012
H23 3.617 -2.606 0.869
H24 2.635 -3.681 0.325
O11 2.975 -2.779 0.189
H25 -0.822 0.475 0.379
H26 0.290 1.667 3.432
O12 0.297 2.121 2.608
H27 0.451 -0.930 2.883
H28 0.685 1.456 2.017
O13 1.081 -0.587 2.238

# 11
Computed, not measured: 10 unconnected molecules or ions with the total composition C4H29NO10 at a distorted geometry, with the ωB97M-V functional and the def2-TZVPD basis.

Computed properties:
* HOMO level (alpha / beta): -12.132 / -12.132 eV
* total charge: +1
* 2S+1: 2
* HOMO-LUMO gap (alpha / beta): 9.282 / 3.677 eV
* energy relative to the best compared isomer or geometry (same formula, charge and spin): 20.17 kcal/mol

CARTESIAN COORDINATES (ANGSTROEM)
C1 -3.272 0.859 -0.318
C2 -2.823 -0.200 -1.308
C3 -1.343 -0.070 -1.673
O1 -0.943 1.198 -2.210
C4 -1.046 1.268 -3.653
N1 -2.992 -1.543 -0.768
H1 -2.638 1.107 0.533
H2 -4.283 0.683 0.049
H3 -3.271 1.831 -0.812
H4 -3.405 -0.353 -2.217
H5 -1.206 -0.823 -2.450
H6 -0.828 -0.342 -0.752
H7 -1.968 0.759 -3.935
H8 -0.202 0.759 -4.118
H9 -0.949 2.324 -3.909
H10 -3.920 -1.618 -0.377
H11 -2.342 -1.630 0.000
O2 4.306 2.865 -0.133
H12 3.444 2.577 -0.434
H13 4.843 2.072 -0.153
O3 2.432 -0.750 -2.172
H14 2.325 -1.411 -1.488
H15 2.629 -1.253 -2.962
O4 -0.348 1.150 3.860
H16 -0.920 0.591 3.334
H17 -0.692 1.074 4.750
O5 2.005 -2.607 0.132
H18 1.562 -2.906 0.926
H19 2.771 -3.176 0.056
O6 -1.129 -1.730 1.376
H20 -0.516 -1.012 1.218
H21 -0.752 -2.209 2.114
O7 1.590 2.735 3.012
H22 1.155 3.539 2.728
H23 0.878 2.104 3.124
O8 1.950 1.653 -1.136
H24 1.010 1.703 -1.312
H25 2.266 0.961 -1.716
O9 0.775 -3.419 2.800
H26 1.150 -2.685 3.286
H27 0.490 -4.034 3.475
O10 1.031 -0.044 1.199
H28 1.450 0.701 0.768
H29 1.723 -0.703 1.265